102
Properties=species:S:1:pos:R:3:mulliken_charge:R:1 method="wB97M-V/def2-TZVPD" multiplicity=1 gap_ev=3.6 charge=-1 e_homo_ev=-2.4
C -2.368 -0.680 3.766 -1.2407
C -1.173 -1.663 3.566 0.5625
F -0.696 -1.433 2.204 -0.3709
C -1.506 -3.152 3.733 -0.0033
C -0.696 -3.723 4.971 -0.7560
C 0.303 -4.881 4.551 -0.5175
C 0.603 -5.853 5.713 0.4512
N -0.465 -6.502 6.458 -0.4081
O 1.747 -6.113 6.021 -0.6247
N -2.966 -3.370 4.099 -0.2756
C -3.288 -4.315 3.449 0.0254
S -4.150 -5.499 2.735 -0.4289
H -3.063 -0.951 4.588 0.3855
H -2.945 -0.514 2.831 0.2844
H -1.920 0.322 4.040 0.2502
H -0.340 -1.313 4.220 0.0550
H -1.408 -4.154 5.718 0.3605
H -0.133 -2.920 5.514 0.2797
H 1.257 -4.397 4.243 0.1821
H -0.171 -5.418 3.698 0.3693
H -0.139 -7.442 6.692 0.2674
H -0.554 -6.002 7.347 0.1756
C -2.820 -8.457 9.417 -0.2364
C -3.212 -8.116 10.829 -0.1286
O -2.589 -6.848 11.031 -0.3571
C -2.406 -6.284 9.805 0.5865
O -2.061 -5.160 9.630 -0.5179
O -2.666 -7.172 8.812 -0.2914
H -3.577 -9.040 8.901 0.3783
H -1.867 -8.988 9.362 0.1905
H -4.293 -8.002 10.947 0.1881
H -2.854 -8.844 11.551 0.2014
C 1.867 1.702 0.769 -0.2673
C 2.543 1.060 1.950 -0.2976
O 1.703 1.435 3.037 -0.3467
C 0.469 1.698 2.524 0.6689
O -0.506 1.873 3.178 -0.5622
O 0.500 1.732 1.166 -0.3039
H 1.992 1.130 -0.149 0.3283
H 2.208 2.727 0.596 0.1701
H 2.565 -0.030 1.879 0.2744
H 3.559 1.425 2.100 0.2843
C -0.208 4.855 -1.902 -0.3829
C 0.544 5.498 -3.033 0.0628
O 1.752 4.732 -3.088 -0.3459
C 1.485 3.520 -2.535 0.5973
O 2.224 2.586 -2.572 -0.5659
O 0.267 3.508 -1.937 -0.3016
H -1.287 4.892 -2.043 0.3236
H 0.037 5.292 -0.931 0.2486
H 0.025 5.405 -3.984 -0.0362
H 0.757 6.546 -2.850 0.5112
C -1.877 7.781 -7.312 -0.3526
C -1.382 6.376 -7.106 -0.0051
O -0.872 6.408 -5.777 -0.3091
C -1.500 7.424 -5.125 0.6846
O -1.427 7.616 -3.952 -0.5169
O -2.222 8.186 -5.985 -0.3710
H -2.740 7.829 -7.972 0.3200
H -1.100 8.446 -7.695 0.2577
H -2.186 5.638 -7.157 0.2636
H -0.603 6.101 -7.816 -0.0651
C -0.389 -13.003 10.778 -0.3462
C -0.543 -12.329 12.115 -0.3088
O -1.422 -11.246 11.821 -0.2885
C -2.125 -11.582 10.708 0.6388
O -3.057 -10.970 10.294 -0.4878
O -1.625 -12.705 10.131 -0.3234
H -0.246 -14.079 10.865 0.2869
H 0.428 -12.583 10.188 0.2627
H -1.015 -12.976 12.859 0.2740
H 0.403 -11.966 12.513 0.2898
C 4.680 8.801 -3.149 -0.3760
C 3.915 7.528 -2.907 -0.3228
O 2.671 7.780 -3.556 -0.1604
C 2.890 8.728 -4.504 0.5304
O 2.099 9.044 -5.334 -0.5124
O 4.132 9.268 -4.381 -0.3342
H 5.752 8.636 -3.239 0.2965
H 4.501 9.552 -2.376 0.2581
H 4.387 6.659 -3.372 0.2695
H 3.767 7.323 -1.848 0.3236
C 1.971 4.894 -11.225 -0.1971
C 1.862 5.581 -9.896 -0.1424
O 0.973 6.666 -10.166 -0.3239
C 0.231 6.316 -11.253 0.7159
O -0.718 6.924 -11.639 -0.5570
O 0.709 5.188 -11.833 -0.3419
H 2.119 3.816 -11.123 0.1665
H 2.769 5.307 -11.848 0.2837
H 1.415 4.941 -9.131 0.1259
H 2.821 5.948 -9.535 0.3709
C 0.136 -0.037 -9.175 -0.3704
C -0.668 0.936 -9.995 -0.2996
O 0.190 2.075 -10.057 -0.2866
C 1.459 1.638 -9.862 0.6810
O 2.431 2.312 -10.018 -0.5838
O 1.481 0.344 -9.468 -0.3450
H -0.045 -1.073 -9.457 0.2987
H -0.037 0.074 -8.103 0.2741
H -0.854 0.577 -11.010 0.2702
H -1.619 1.190 -9.531 0.2890

=====

80
Properties=species:S:1:pos:R:3:mulliken_charge:R:1 method="wB97M-V/def2-TZVPD" multiplicity=2 gap_ev="4.8 / 7.0" charge=+2 e_homo_ev="-12.8 / -12.9" e_above_lowest_kcal_mol=8.83
Fe 0.202 0.385 -0.275 -0.3803
C -2.766 -1.601 -1.573 -1.3279
Sb -2.422 0.436 -1.074 0.4004
C -2.918 1.468 -2.888 -1.5091
C -4.340 1.062 -0.240 -1.3149
C -5.175 -0.039 0.346 0.7823
C -5.813 -0.902 -0.544 -0.4914
C -6.609 -1.943 -0.101 -0.8696
C -6.788 -2.129 1.261 -0.6604
C -6.194 -1.258 2.159 -0.7112
C -5.394 -0.200 1.728 0.5025
C -4.787 0.724 2.728 -1.5716
Sb -2.669 0.330 2.806 0.6950
C -2.777 -1.690 3.489 -1.3404
C -2.313 1.310 4.689 -1.3633
H -3.597 -1.640 -2.274 0.4786
H -3.023 -2.156 -0.672 0.4274
H -1.878 -2.034 -2.032 0.3854
H -3.890 1.064 -3.174 0.6867
H -2.234 1.360 -3.719 0.4111
H -3.024 2.528 -2.656 0.4144
H -4.805 1.403 -1.165 0.7570
H -4.172 1.930 0.393 0.3688
H -5.705 -0.737 -1.612 0.5082
H -7.098 -2.595 -0.812 0.4437
H -7.411 -2.935 1.625 0.4250
H -6.369 -1.383 3.221 0.4413
H -5.225 0.599 3.717 0.6634
H -4.920 1.770 2.443 0.6139
H -3.047 -1.722 4.543 0.4196
H -1.821 -2.191 3.347 0.4093
H -3.539 -2.210 2.907 0.3628
H -2.622 0.650 5.498 0.4560
H -2.916 2.218 4.725 0.4316
H -1.269 1.582 4.832 0.4012
C 1.935 3.174 0.435 -1.2359
P 0.260 2.590 0.053 1.4425
C -0.743 3.312 1.376 -1.1909
C -0.222 3.423 -1.484 0.1876
C -0.671 4.742 -1.514 -0.9358
C -0.939 5.357 -2.729 -0.8387
C -0.737 4.668 -3.917 -0.8493
C -0.287 3.357 -3.894 -0.4961
C -0.051 2.722 -2.681 0.3203
P 0.584 1.024 -2.531 1.2115
C 0.056 0.099 -4.010 -1.4196
C 2.365 1.237 -2.871 -1.2039
H 1.978 4.260 0.333 0.5055
H 2.676 2.726 -0.223 0.1993
H 2.170 2.892 1.463 0.3449
H -0.473 4.357 1.532 0.5701
H -0.549 2.758 2.294 0.3429
H -1.804 3.240 1.135 0.3428
H -0.810 5.299 -0.596 0.4329
H -1.294 6.379 -2.748 0.4604
H -0.934 5.154 -4.864 0.4621
H -0.141 2.831 -4.831 0.3701
H 0.351 0.636 -4.912 0.5902
H -1.013 -0.090 -4.037 0.2930
H 0.568 -0.861 -4.027 0.5201
H 2.479 1.999 -3.642 0.5210
H 2.803 0.304 -3.223 0.4139
H 2.902 1.555 -1.980 0.1495
S 3.421 0.059 2.550 -0.2004
C 2.098 0.484 3.542 -0.7616
C 0.914 0.487 2.863 0.2089
C 1.033 0.137 1.486 -0.4389
C 2.369 -0.128 1.206 0.3082
C 2.708 -0.835 -0.017 0.9577
C 3.943 -1.393 -0.326 -0.9243
C 4.039 -2.251 -1.407 -0.5540
C 2.898 -2.546 -2.145 -1.0726
C 1.722 -1.903 -1.817 -0.2302
N 1.623 -1.034 -0.807 0.2057
H 2.262 0.700 4.587 0.5101
H -0.015 0.683 3.377 0.1910
H 4.801 -1.191 0.300 0.4739
H 4.985 -2.715 -1.651 0.4872
H 2.915 -3.260 -2.957 0.4806
H 0.810 -2.109 -2.363 0.5030

=====

79
Properties=species:S:1:pos:R:3:mulliken_charge:R:1 method="wB97M-V/def2-TZVPD" multiplicity=1 gap_ev=3.5 charge=-1 e_homo_ev=-1.5 e_above_lowest_kcal_mol=30.54
Y -0.442 0.523 0.101 0.6841
N -1.853 -1.248 0.465 -0.6043
N -0.332 -2.333 -1.712 0.7059
C 2.151 1.001 -0.478 0.7596
C 2.229 -0.336 -0.017 0.8621
C 1.753 -0.390 1.319 0.4222
C 1.805 -1.617 2.163 -0.4183
H 1.828 -2.520 1.537 0.2714
H 0.874 -1.670 2.747 -0.5504
H 2.689 -1.660 2.831 0.3311
C 1.400 0.978 1.702 0.0224
C 0.823 1.513 2.971 -0.5877
H 1.545 1.925 3.696 0.3456
H 0.278 0.705 3.450 -0.8968
H 0.021 2.249 2.756 0.1029
C 1.642 1.820 0.577 -0.0733
C 1.248 3.260 0.454 -1.3476
H 0.359 3.496 1.050 0.3541
H 0.992 3.538 -0.575 0.3434
H 2.031 3.953 0.781 0.3094
C 2.827 -1.481 -0.756 -1.6536
H 3.897 -1.613 -0.541 0.3537
H 2.728 -1.369 -1.837 0.2910
H 2.335 -2.417 -0.491 0.3324
C 2.659 1.541 -1.771 -1.4906
H 1.906 2.180 -2.252 0.0789
H 2.894 0.739 -2.478 0.3408
H 3.571 2.158 -1.664 0.3028
C -1.909 -0.605 1.877 0.0735
H -2.382 0.424 1.675 -0.0351
C -2.595 -1.467 2.879 -1.7135
H -3.219 -0.936 3.591 0.5566
C -2.317 -2.804 2.788 0.0451
H -2.653 -3.431 3.611 0.4946
C -1.519 -3.297 1.745 -1.6544
H -1.249 -4.356 1.749 0.2573
C -1.281 -2.510 0.558 1.4739
C -0.472 -2.993 -0.517 -1.1798
H -0.220 -4.053 -0.541 0.2839
C -0.165 -0.938 -1.783 -1.0079
C -0.335 -2.930 -2.994 -0.9539
H -0.403 -3.986 -3.109 0.5414
C -0.339 -1.936 -3.882 -0.3679
H -0.421 -1.954 -4.951 0.5247
N -0.312 -0.732 -3.162 1.2888
C -0.530 0.556 -3.744 -0.4190
C 0.467 1.170 -4.532 1.1580
C 0.263 2.476 -5.008 -0.8024
H 1.032 2.959 -5.624 0.2852
C -0.923 3.172 -4.747 0.8205
C -1.139 4.571 -5.261 -1.4728
H -1.018 5.316 -4.461 0.2760
H -2.154 4.689 -5.665 0.3671
H -0.417 4.805 -6.052 0.3601
C -1.916 2.533 -4.001 -1.1944
H -2.868 3.049 -3.841 0.3351
C -1.737 1.237 -3.499 1.1199
C -2.869 0.528 -2.823 -1.2440
H -3.325 -0.212 -3.502 0.2894
H -3.645 1.258 -2.565 0.3851
H -2.593 -0.013 -1.902 0.2084
C 1.722 0.445 -4.903 -1.9813
H 1.611 -0.046 -5.882 0.3779
H 1.994 -0.325 -4.172 0.2044
H 2.557 1.156 -4.985 0.4781
C -1.189 -2.455 5.715 -1.7625
P -0.532 -1.110 4.649 1.8392
C -1.391 0.330 5.376 -1.3430
C 1.199 -0.982 5.248 -1.3426
O -0.660 -0.271 2.213 0.6589
H -0.706 -3.407 5.454 0.3513
H -2.269 -2.584 5.563 0.3228
H -0.951 -2.150 6.747 0.4313
H -1.045 0.382 6.425 0.4529
H -1.124 1.243 4.820 0.2680
H -2.480 0.164 5.301 0.3076
H 1.730 -1.918 4.998 0.2367
H 1.715 -0.140 4.757 0.2397
H 1.125 -0.843 6.342 0.5700

=====

82
Properties=species:S:1:pos:R:3:mulliken_charge:R:1 method="wB97M-V/def2-TZVPD" multiplicity=2 gap_ev="6.2 / 5.9" charge=0 e_homo_ev="-5.8 / -5.5"
V -2.750 -1.073 -0.704 0.8635
C -3.467 -4.003 -1.060 -0.7408
C -3.338 -3.816 0.476 -0.7693
O -2.854 -2.519 0.680 0.4797
C -2.939 -1.956 1.962 -1.1026
C -2.344 -0.550 1.852 0.4922
O -3.167 0.135 0.921 -0.4563
C -2.835 1.470 0.612 -1.1764
C -1.803 1.524 -0.514 0.1459
O -2.405 0.822 -1.595 -0.3360
C -1.727 0.942 -2.823 -0.9861
C -0.291 0.411 -2.757 0.0892
O -0.325 -0.770 -1.994 0.3908
C 0.936 -1.324 -1.691 -1.3303
C 0.884 -1.975 -0.293 -0.3131
O -0.341 -2.776 -0.182 -0.2958
C -0.414 -3.890 -1.024 -0.6913
C -1.385 -3.665 -2.195 -0.7267
O -2.639 -3.136 -1.807 -0.4859
H -4.486 -3.747 -1.364 0.3994
H -3.266 -5.047 -1.331 0.4649
H -2.638 -4.546 0.910 0.3333
H -4.325 -3.955 0.948 0.3986
H -2.377 -2.550 2.700 0.4390
H -3.996 -1.887 2.273 0.4287
H -1.301 -0.622 1.496 -0.3568
H -2.380 -0.054 2.833 0.5444
H -2.498 2.021 1.498 0.4524
H -3.767 1.917 0.246 0.4779
H -0.860 1.042 -0.202 -0.2509
H -1.597 2.565 -0.800 0.5075
H -1.713 1.995 -3.145 0.4549
H -2.323 0.339 -3.516 0.3929
H 0.372 1.149 -2.286 -0.3903
H 0.075 0.215 -3.778 0.4582
H 1.713 -0.553 -1.665 0.8022
H 1.204 -2.066 -2.461 0.4244
H 1.036 -1.457 1.632 0.2603
H 1.711 -2.735 -0.261 0.3238
H -0.751 -4.747 -0.423 0.4126
H 0.575 -4.144 -1.433 0.6005
H -1.533 -4.617 -2.730 0.4551
H -0.981 -2.917 -2.880 0.2759
N 0.898 -1.023 0.722 -0.4756
P 1.620 0.935 0.316 3.0799
C 1.721 2.740 -0.285 0.1359
C 2.044 2.856 -1.647 -0.6281
C 1.668 3.945 -2.401 -0.5780
C 0.912 4.956 -1.825 -0.5977
C 0.578 4.868 -0.485 -0.6213
C 0.967 3.775 0.269 -0.9842
C 1.558 1.295 2.122 0.0691
C 0.346 1.661 2.698 -0.4152
C 0.241 1.958 4.045 -0.9582
C 1.361 1.888 4.856 -0.7789
C 2.575 1.531 4.297 -0.7981
C 2.673 1.236 2.949 -0.8305
C 3.427 0.555 0.227 0.0763
C 3.886 -0.736 0.479 0.0613
C 5.235 -1.043 0.454 -0.9458
C 6.170 -0.060 0.173 -0.6515
C 5.731 1.230 -0.073 -0.9337
C 4.384 1.535 -0.035 -0.2710
H 2.624 2.063 -2.110 0.3130
H 1.957 4.010 -3.442 0.3942
H 0.594 5.801 -2.418 0.3887
H 0.007 5.664 -0.023 0.4244
H 0.700 3.736 1.319 0.4210
H -0.531 1.708 2.075 0.7080
H -0.715 2.245 4.465 0.4693
H 1.284 2.110 5.910 0.4031
H 3.458 1.477 4.917 0.4577
H 3.633 0.950 2.548 0.2295
H 3.174 -1.508 0.716 0.3279
H 5.561 -2.052 0.673 0.4352
H 7.226 -0.290 0.162 0.3939
H 6.447 2.015 -0.277 0.4490
H 4.078 2.557 -0.197 0.4431
C -4.751 -1.020 -1.246 -1.3052
H -5.377 -1.600 -0.563 0.2036
H -4.909 -1.418 -2.254 0.2654
H -5.141 0.001 -1.235 0.2643

=====

82
Properties=species:S:1:pos:R:3:mulliken_charge:R:1 method="wB97M-V/def2-TZVPD" multiplicity=2 gap_ev="6.4 / 5.9" charge=+3 e_homo_ev="-15.6 / -15.6" e_above_lowest_kcal_mol=8.73
Fe 0.382 -0.683 0.275 -0.4839
C 1.766 -1.657 2.631 -1.4939
N 0.422 -1.102 2.279 0.3714
C 0.147 0.189 2.954 -1.4764
C 1.118 1.160 2.367 1.1088
C 1.816 2.110 3.084 -1.1151
C 2.755 2.888 2.422 -0.7430
C 2.958 2.683 1.065 -1.2841
C 2.208 1.724 0.417 -0.5122
N 1.301 0.969 1.050 1.4586
C -0.586 -2.121 2.605 -1.6894
C -0.526 -3.144 1.510 0.9337
C -0.885 -4.464 1.691 -1.0272
C -0.857 -5.328 0.605 -0.6144
C -0.446 -4.839 -0.625 -1.0755
C -0.072 -3.515 -0.725 -0.2413
N -0.111 -2.666 0.314 1.1651
C 2.778 -1.561 1.529 1.0219
C 4.114 -1.805 1.804 -1.1351
C 5.044 -1.714 0.786 -0.5764
C 4.604 -1.348 -0.479 -1.6023
C 3.261 -1.112 -0.670 -0.3463
N 2.342 -1.247 0.301 0.9761
H 1.645 -2.712 2.884 0.6768
H 2.144 -1.166 3.530 0.6487
H 0.201 0.109 4.042 0.6045
H -0.866 0.492 2.678 0.2210
H 1.634 2.231 4.144 0.6392
H 3.327 3.632 2.960 0.5271
H 3.685 3.260 0.512 0.6154
H 2.335 1.549 -0.639 0.2986
H -1.561 -1.645 2.635 0.3487
H -0.412 -2.561 3.590 0.6252
H -1.191 -4.808 2.670 0.5801
H -1.144 -6.365 0.721 0.5081
H -0.395 -5.477 -1.497 0.5482
H 0.292 -3.119 -1.659 0.1084
H 4.416 -2.056 2.813 0.5911
H 6.092 -1.902 0.977 0.4853
H 5.292 -1.234 -1.305 0.5566
H 2.912 -0.770 -1.629 0.6694
C -3.207 -1.705 0.828 -1.9608
P -2.109 -0.439 0.096 2.3289
C -3.030 1.052 0.574 -0.8824
C -2.470 -0.603 -1.679 0.1197
C -3.793 -0.710 -2.119 -1.2294
C -4.084 -0.746 -3.471 -1.0078
C -3.061 -0.660 -4.409 -0.9714
C -1.750 -0.548 -3.986 -1.3001
C -1.450 -0.522 -2.621 -0.0755
P 0.268 -0.373 -2.093 3.1132
C 1.124 -1.489 -3.278 -1.9946
C 0.820 1.273 -2.646 -1.1814
H -4.206 -1.518 0.436 0.6957
H -3.284 -1.612 1.908 0.5563
H -2.923 -2.719 0.552 0.3797
H -3.989 1.031 0.053 0.7203
H -2.503 1.958 0.304 -0.6364
H -3.225 1.047 1.648 0.5230
H -4.615 -0.758 -1.418 0.3224
H -5.112 -0.834 -3.796 0.4776
H -3.289 -0.677 -5.466 0.4825
H -0.964 -0.476 -4.727 0.4439
H 1.310 -0.923 -4.192 0.5942
H 0.475 -2.325 -3.536 0.6443
H 2.072 -1.884 -2.928 0.6353
H 0.222 1.572 -3.508 0.5417
H 1.866 1.233 -2.954 0.4155
H 0.689 2.011 -1.857 -0.2863
C 0.704 4.992 -0.226 -1.3216
As -0.653 3.596 0.003 0.8756
C -1.870 4.180 -1.427 -1.2357
C -1.511 4.383 1.582 -1.1703
H 0.218 5.960 -0.345 0.4589
H 1.311 4.799 -1.110 0.3752
H 1.349 5.032 0.650 0.3634
H -2.625 4.863 -1.041 0.3891
H -2.370 3.332 -1.897 0.3138
H -1.291 4.703 -2.187 0.4411
H -2.073 5.275 1.308 0.4344
H -0.731 4.671 2.287 0.3700
H -2.183 3.682 2.074 0.3666